(1)
Computed, not measured: C3H6OS in the gas phase in a non-equilibrium geometry, with ωB97M-V with the def2-TZVPD basis set.

Bonds (Å) are listed after each position.
Element x y z (Å)
1 O 0.9905 0.3847 2.4017  C2 1.200
2 C 1.4164 -0.3649 1.5669  O1 1.200, C3 1.527, H6 1.104
3 C 0.9300 -0.2180 0.1266  C2 1.527, C4 1.513, H7 1.097, H8 1.088
4 C -0.5762 -0.2219 -0.0188  C3 1.513, S5 1.880, H9 1.082, H10 1.087
5 S -1.1721 0.1763 -1.7567  C4 1.880, H11 1.338
6 H 2.2742 -1.0519 1.6716  C2 1.104
7 H 1.2287 -1.1027 -0.4501  C3 1.097
8 H 1.3633 0.6321 -0.3962  C3 1.088
9 H -1.0616 -1.1864 0.0496  C4 1.082
10 H -1.0750 0.4468 0.6776  C4 1.087
11 H -1.6799 1.3742 -1.4434  S5 1.338

## Properties
Structure (SMILES) ... O=CCCS
HOMO-LUMO gap ... 9.93 eV
Lowest unoccupied orbital energy ... 0.674 eV
HOMO level ... -9.3 eV

Results of the natural (NBO) charge analysis, in e, for atoms 1 through 8:
1 O -0.503
2 C 0.447
3 C -0.538
4 C -0.476
5 S -0.081
6 H 0.115
7 H 0.207
8 H 0.248

***

(2)
Computed, not measured: 2 unconnected molecules or ions with the total composition C3H13N2 in a non-equilibrium geometry, with ωB97M-V with the def2-TZVPD basis set.

Bonds (Å) are listed after each position.
Element x y z (Å)
1 C 1.0673 1.7270 0.5859  N2 1.514, H3 1.090, H4 1.102, H5 1.088
2 N 0.0340 1.9185 -0.5039  C1 1.514, H7 1.031, H8 1.033
3 H 0.4805 1.7998 1.5017  C1 1.090
4 H 1.6485 2.6619 0.5465  C1 1.102
5 H 1.7581 0.8989 0.4455  C1 1.088
6 H 0.3347 0.0873 -1.0456  N11 1.030
7 H -0.9041 2.1785 -0.1656  N2 1.031
8 H 0.4082 2.7181 -1.0396  N2 1.033
9 C -0.6564 -1.3844 1.1350  C10 1.507, H12 1.088, H13 1.092, H14 1.090
10 C -0.9210 -1.5380 -0.3411  C9 1.507, N11 1.581, H15 1.090, H16 1.087
11 N 0.2641 -0.9293 -1.1926  H6 1.030, C10 1.581, H17 1.022, H18 1.024
12 H 0.3661 -1.6026 1.4345  C9 1.088
13 H -1.3125 -2.1123 1.6180  C9 1.092
14 H -1.0406 -0.4378 1.5156  C9 1.090
15 H -1.7516 -0.9164 -0.6759  C10 1.090
16 H -1.0114 -2.5147 -0.8107  C10 1.087
17 H 0.0943 -1.2219 -2.1567  N11 1.022
18 H 1.1417 -1.3324 -0.8510  N11 1.024

## Properties
2S+1 ... 2
HOMO-LUMO gap (alpha / beta) ... 13.16 / 6.75 eV
Lowest unoccupied orbital energy (alpha / beta) ... -7.799 / -14.204 eV
Net charge ... +2
HOMO level (alpha / beta) ... -21.0 / -21.0 eV

Results of the natural (NBO) charge analysis, in e, for atoms 1 through 8:
1 C -0.476
2 N -0.295
3 H 0.282
4 H 0.310
5 H 0.288
6 H 0.398
7 H 0.444
8 H 0.445

***

(3)
Computed, not measured: a gas-phase ion, C3H7N2S (charge +1) in a non-equilibrium geometry, with ωB97M-V with the def2-TZVPD basis set.

Bonds (Å) are listed after each position.
Element x y z (Å)
1 C -0.7112 -0.6286 0.0015  C2 1.465, N5 1.283, S6 1.717
2 C 0.0521 -1.8794 -0.0188  C1 1.465, H7 1.098, H8 1.138, H9 1.117
3 C 1.1742 1.1576 -0.0642  N5 1.599, H10 1.116, H11 1.020, H12 1.107
4 N -1.4136 1.2929 0.3375  N5 1.331, S6 1.733, H13 1.068
5 N -0.3149 0.5899 0.0712  C1 1.283, C3 1.599, N4 1.331, S6 2.175
6 S -2.3385 -0.1726 0.3028  C1 1.717, N4 1.733, N5 2.175
7 H 0.0758 -2.1192 -1.0896  C2 1.098
8 H 1.0863 -1.5171 0.2895  C2 1.138
9 H -0.2392 -2.7624 0.6000  C2 1.117
10 H 1.0329 2.2053 0.2950  C3 1.116
11 H 1.6919 0.5926 0.6089  C3 1.020
12 H 1.4673 1.0420 -1.1259  C3 1.107
13 H -1.5631 2.1990 -0.2080  N4 1.068

## Properties
HOMO-LUMO gap ... 10.70 eV
Lowest unoccupied orbital energy ... -4.157 eV
Net charge ... +1
HOMO level ... -14.9 eV

Results of the natural (NBO) charge analysis, in e, for atoms 1 through 8:
1 C 0.111
2 C -0.685
3 C -0.388
4 N -0.519
5 N -0.129
6 S 0.636
7 H 0.272
8 H 0.248

***

One value per record, in order, for energy above the lowest of the compared OMol25 structures with the same formula, charge and spin: 82.73, 88.77, 303.26 kJ/mol.